1.
DFT (the ωB97M-V functional and the def2-TZVPD basis) results for a structure of composition C53H35Cl2N4O4W.

energy above the lowest of the compared OMol25 structures with the same formula, charge and spin = 480.7 kJ/mol
molecular weight = 1046.6 g mol⁻¹
gap between HOMO and LUMO (spin up / spin down) = 0.184 / 0.206 Eh
charge = +1
multiplicity = 3
energy = -3547.85694 a.u.
lowest unoccupied orbital energy (spin up / spin down) = -0.1593 / -0.1600 Ha

Atoms and positions in Å:
W -0.23 -0.40 -0.34
C -7.67 0.28 -2.24
C -7.17 0.42 -0.95
C -5.80 0.40 -0.73
C -4.92 0.25 -1.80
C -5.43 0.10 -3.09
C -6.80 0.11 -3.31
C -3.47 0.24 -1.56
C -2.55 0.97 -2.21
C -2.73 1.85 -3.35
C -1.52 2.03 -3.89
C -0.56 1.35 -3.02
N -1.16 0.78 -1.99
C 0.85 1.35 -3.29
C 1.72 1.15 -2.27
C 3.16 1.39 -2.31
C 3.59 1.40 -1.05
C 2.43 1.15 -0.18
C 2.42 1.36 1.20
C 3.65 1.69 1.95
C 4.38 2.86 1.71
C 5.51 3.15 2.45
C 5.93 2.28 3.45
C 5.22 1.12 3.70
C 4.08 0.83 2.96
C 1.20 1.37 1.87
N 0.06 0.88 1.34
C -0.96 1.09 2.24
C -2.19 0.56 1.97
C -3.34 0.76 2.89
C -4.06 -0.30 3.42
C -5.10 -0.06 4.30
C -5.44 1.24 4.65
C -4.74 2.30 4.11
C -3.69 2.07 3.23
C -2.35 -0.30 0.80
C -0.96 -2.06 -1.44
C -2.28 -1.94 -1.43
C -2.89 -0.80 -0.66
N -3.41 -0.97 0.64
C -0.42 1.78 3.40
C 0.90 1.94 3.19
N 1.35 0.88 -0.96
C 1.33 1.71 -4.65
C 1.39 0.73 -5.64
C 1.83 1.05 -6.91
C 2.22 2.35 -7.21
C 2.16 3.33 -6.23
C 1.72 3.01 -4.95
H -8.73 0.29 -2.41
H -7.84 0.55 -0.12
H -5.41 0.50 0.28
H -4.75 -0.07 -3.92
H -7.19 -0.02 -4.31
H -3.68 2.23 -3.69
H -1.25 2.59 -4.77
H 3.71 1.59 -3.21
H 4.58 1.59 -0.68
H 4.04 3.55 0.94
H 6.06 4.06 2.26
H 6.82 2.50 4.02
H 5.54 0.44 4.48
H 3.52 -0.08 3.15
H -3.79 -1.32 3.16
H -5.65 -0.90 4.72
H -6.26 1.42 5.33
H -5.01 3.32 4.37
H -3.15 2.90 2.80
H -0.49 -2.89 -1.98
H -3.03 -2.56 -1.93
H -0.99 2.09 4.26
H 1.63 2.39 3.84
H 1.09 -0.29 -5.40
H 1.88 0.28 -7.67
H 2.56 2.59 -8.20
H 2.46 4.34 -6.46
H 1.67 3.77 -4.19
Cl 2.70 -2.12 -3.05
C 2.84 -3.88 -3.00
Cl 1.95 -4.60 -1.65
H 3.89 -4.14 -2.90
H 2.42 -4.28 -3.92
O -0.16 -1.88 1.24
C 1.08 -2.07 1.05
O 1.58 -1.45 0.05
C 1.90 -2.88 1.94
C 3.27 -2.95 1.72
C 4.10 -3.69 2.57
C 3.48 -4.33 3.62
O 4.05 -5.09 4.58
C 2.98 -5.62 5.37
O 1.78 -4.98 4.95
C 2.11 -4.26 3.84
C 1.28 -3.54 3.02
H 3.69 -2.43 0.88
H 5.16 -3.76 2.42
H 3.17 -5.39 6.42
H 2.91 -6.70 5.20
H 0.22 -3.47 3.18

=====

2.
DFT (the ωB97M-V functional and the def2-TZVPD basis) results for an isolated molecule of C2H6S.

energy above the lowest of the compared OMol25 structures with the same formula, charge and spin = 13.5 kJ/mol
molecular weight = 62.1 g mol⁻¹
gap between HOMO and LUMO = 0.353 Eh
SMILES = CSC
energy = -477.97099 a.u.
lowest unoccupied orbital energy = 0.0424 Ha

Atoms and positions in Å:
C -0.37 -0.86 -0.97
S -0.41 -0.80 0.82
C 0.36 0.84 1.06
H 0.11 0.00 -1.42
H -1.36 -0.89 -1.40
H 0.17 -1.74 -1.32
H 1.33 0.82 0.54
H -0.28 1.57 0.57
H 0.45 1.06 2.13

=====

3.
DFT (the ωB97M-V functional and the def2-TZVPD basis) results for a structure of composition C40H63CaN2P2SSi.

molecular weight = 734.1 g mol⁻¹
gap between HOMO and LUMO = 0.241 Eh
charge = +1
energy = -3719.32979 a.u.
lowest unoccupied orbital energy = -0.0934 Ha

Atoms and positions in Å:
Ca -0.31 1.33 -0.07
C -1.17 0.47 4.12
Si -0.58 0.09 2.35
C -1.10 -1.75 2.25
C -0.25 -2.66 2.91
C -0.55 -4.00 3.05
C -1.75 -4.48 2.55
C -2.63 -3.60 1.95
C -2.32 -2.23 1.75
P -3.80 -1.50 0.87
C -3.49 -1.95 -0.90
C -2.23 -1.40 -1.58
C -2.43 -1.40 -3.11
C -3.42 -2.49 -3.56
C -3.29 -3.75 -2.70
C -3.55 -3.45 -1.19
C -3.63 0.35 0.73
C -4.00 1.00 2.07
C -3.83 2.52 2.03
C -4.66 3.12 0.91
C -4.27 2.50 -0.43
C -4.44 0.97 -0.42
C 1.28 0.65 2.34
C 1.57 1.71 3.22
C 2.68 2.52 3.06
C 3.54 2.32 1.99
C 3.30 1.27 1.12
C 2.20 0.41 1.27
P 2.03 -1.15 0.28
C 3.65 -2.00 0.63
C 4.98 -1.54 -0.04
C 5.66 -2.65 -0.85
C 5.93 -3.90 -0.01
C 4.76 -4.22 0.95
C 3.47 -3.52 0.50
C 1.98 -0.58 -1.51
C 2.28 -1.78 -2.41
C 1.96 -1.50 -3.87
C 2.66 -0.23 -4.36
C 2.33 0.96 -3.46
C 2.72 0.66 -2.01
H -1.33 1.53 4.34
H -0.43 0.09 4.83
H -2.10 -0.06 4.32
H 0.68 -2.29 3.34
H 0.15 -4.67 3.55
H -2.03 -5.52 2.67
H -3.60 -3.96 1.64
H -4.35 -1.50 -1.39
H -1.38 -2.02 -1.29
H -2.01 -0.37 -1.23
H -1.47 -1.58 -3.61
H -2.78 -0.43 -3.46
H -3.24 -2.74 -4.61
H -4.44 -2.11 -3.50
H -2.29 -4.17 -2.83
H -3.99 -4.50 -3.05
H -2.79 -3.96 -0.60
H -4.52 -3.84 -0.88
H -2.57 0.59 0.54
H -3.40 0.57 2.87
H -5.04 0.75 2.29
H -2.77 2.75 1.87
H -4.11 2.95 3.00
H -4.57 4.21 0.88
H -5.72 2.90 1.09
H -3.21 2.73 -0.63
H -4.84 2.93 -1.25
H -4.12 0.58 -1.38
H -5.50 0.73 -0.30
H 0.90 1.90 4.06
H 2.88 3.30 3.78
H 4.40 2.96 1.84
H 4.00 1.12 0.30
H 3.73 -1.80 1.70
H 5.67 -1.21 0.74
H 4.83 -0.68 -0.69
H 6.59 -2.27 -1.27
H 5.03 -2.91 -1.70
H 6.85 -3.76 0.56
H 6.10 -4.74 -0.68
H 5.00 -3.86 1.96
H 4.61 -5.29 1.02
H 2.63 -3.84 1.13
H 3.22 -3.81 -0.52
H 0.89 -0.39 -1.66
H 1.74 -2.66 -2.05
H 3.35 -2.00 -2.31
H 0.88 -1.37 -3.97
H 2.24 -2.35 -4.49
H 2.40 -0.02 -5.40
H 3.75 -0.39 -4.33
H 1.25 1.16 -3.52
H 2.83 1.87 -3.82
H 2.53 1.53 -1.38
H 3.80 0.49 -1.99
C -1.07 7.33 -0.53
N -0.60 6.01 -0.97
C 0.06 5.04 -0.33
S 0.72 3.77 -1.30
N 0.26 5.03 0.99
C -0.31 5.84 2.07
H -1.64 7.76 -1.34
H -0.24 8.00 -0.29
H -1.73 7.25 0.33
H -0.61 5.86 -1.97
H 0.88 4.29 1.28
H -0.05 6.89 1.97
H 0.11 5.48 3.00
H -1.39 5.73 2.13